No. 1
Molecular formula: C29H17I2N2O3RuS5
Method: DFT, ωB97M-V with the def2-TZVPD basis set

Structure (XYZ):
```
59
Properties=species:S:1:pos:R:3
Ru -0.3292 -0.6252 0.5749
I -0.4012 -1.4602 3.0708
C 1.6673 -1.2891 3.2280
C 2.2799 -1.4112 4.4394
C 3.6887 -1.3707 4.4978
C 4.4115 -1.2404 3.3478
C 3.7749 -1.1271 2.0865
C 4.5302 -1.0399 0.8934
C 3.8863 -0.9642 -0.3064
C 2.4777 -0.9281 -0.3727
C 1.6781 -0.9737 0.7468
C 2.3558 -1.1182 2.0049
H 1.6987 -1.5562 5.3408
H 4.1870 -1.4645 5.4555
H 5.4960 -1.2337 3.3787
H 5.6133 -1.0532 0.9542
H 4.4595 -0.9189 -1.2265
H 2.0120 -0.8603 -1.3463
O 0.0320 1.2029 1.4921
C -0.4074 2.3820 1.2010
C 0.4172 3.5052 1.4541
C 0.0027 4.7863 1.1805
C -1.2643 5.0294 0.6425
C -2.0948 3.9516 0.4096
C -1.7076 2.6409 0.6967
C -2.6445 1.5447 0.4803
N -2.3959 0.2496 0.3835
C -3.6010 -0.3820 0.1825
C -4.5996 0.5351 0.1633
N -3.9831 1.7529 0.3520
H 1.4060 3.3020 1.8454
H 0.6764 5.6159 1.3677
H -1.5822 6.0340 0.3942
H -3.0647 4.1359 -0.0433
H -3.6426 -1.4497 0.0587
H -5.6622 0.4381 0.0322
H -4.4310 2.6442 0.4483
S -4.1019 -6.5116 2.9796
C -2.8613 -5.5245 2.4369
S -1.1957 -5.8398 2.7036
C -0.4567 -4.6125 1.6618
C -1.3819 -3.9092 0.9515
S -1.1822 -2.6285 -0.2291
S -3.0618 -4.3259 1.2364
S 1.2394 -4.4805 1.7446
I -0.3499 0.5386 -8.4180
C -0.2355 0.6519 -6.3242
C -0.4603 -0.4884 -5.5696
C -0.3842 -0.4038 -4.1852
C -0.0878 0.8055 -3.5674
C 0.1340 1.9341 -4.3454
C 0.0627 1.8682 -5.7297
C -0.0071 0.9192 -2.0494
O 0.2347 2.0144 -1.5558
O -0.1977 -0.1986 -1.4657
H -0.6913 -1.4299 -6.0494
H -0.5526 -1.2734 -3.5627
H 0.3607 2.8622 -3.8363
H 0.2364 2.7479 -6.3351
```

Properties
**Electronic energy**: -4131.9281 Eh
**Total charge**: -2
**LUMO level (alpha / beta)**: 3.2 / 3.2 eV
**Spin multiplicity**: 2
**HOMO (alpha / beta)**: -1.26 / -1.33 eV

Here are the Löwdin charges for atoms 1 to 2, given in e: 0.795, 1.236

***

No. 2
Molecular formula: C4H6O2
Method: DFT, ωB97M-V with the def2-TZVPD basis set

Structure (XYZ):
```
12
Properties=species:S:1:pos:R:3
C 0.4402 -2.1592 0.0078
C -0.0700 -0.8134 0.3082
C 0.4852 0.6858 0.1218
C -0.5738 1.7036 -0.2696
O -0.2683 -2.9920 -0.4948
O 0.5132 -0.0065 1.3293
H 1.4487 -2.2982 0.3007
H -1.1658 -0.6548 0.4372
H 1.4837 0.7372 -0.4847
H -1.2536 1.6379 0.5056
H -0.9698 1.4040 -1.3372
H -0.0697 2.7556 -0.4243
```

Properties
**Electronic energy**: -306.3963 Eh
**SMILES string**: C[C@H]1O[C@@H]1C=O
**LUMO level**: 0.7 eV
**HOMO**: -10.14 eV

Here are the Löwdin charges for atoms 1 to 2, given in e: -0.217, -0.180

***

No. 3
Molecular formula: CH5N2O
Method: DFT, ωB97M-V with the def2-TZVPD basis set

Structure (XYZ):
```
9
Properties=species:S:1:pos:R:3
C 0.1998 -0.9121 0.7465
N 0.3446 0.7777 -1.6210
N -0.0076 0.5465 0.7129
O -1.2041 0.9581 0.9048
H 1.0442 -1.3241 0.1786
H 0.3644 -1.1036 1.8382
H -0.8236 -1.3646 0.2419
H -0.6849 0.8502 -1.7715
H 0.7674 1.5719 -1.2303
```

Properties
**Electronic energy**: -225.6723 Eh
**Total charge**: -1
**LUMO level (alpha / beta)**: 5.1 / 4.4 eV
**Spin multiplicity**: 3
**HOMO (alpha / beta)**: -1.10 / -1.77 eV

Here are the Löwdin charges for atoms 1 to 2, given in e: -0.240, -0.026

***

No. 4
Molecular formula: C13H17O7
Method: DFT, ωB97M-V with the def2-TZVPD basis set

Structure (XYZ):
```
37
Properties=species:S:1:pos:R:3
C 1.0298 -0.3231 0.8126
C 1.0391 0.7508 -0.2192
O 0.6984 0.6141 -1.3731
O 1.5064 1.9599 0.2498
C 1.1033 3.0997 -0.4842
C -0.2456 3.6788 0.0072
C -1.0856 2.7687 0.8443
C -2.1701 2.0426 0.5300
C -2.8791 1.6847 -0.7385
C -2.0703 1.6169 -2.0217
O -2.4817 0.9764 -2.9570
C -2.8095 1.6601 1.8272
O -3.9444 1.3240 1.9856
O -1.9481 1.9264 2.8530
C -0.8099 2.5123 2.2910
O 0.1900 2.6507 2.9128
H 1.8861 -0.9922 0.6368
H 1.1076 0.0641 1.8257
H 0.1564 -0.9574 0.6648
H 1.8811 3.8557 -0.3629
H 1.0421 2.8848 -1.5516
H -0.8479 4.0134 -0.8404
H -0.0593 4.5756 0.6046
H -3.2590 0.6659 -0.6149
H -3.7591 2.3170 -0.8854
H -1.1207 2.1598 -2.1165
C 2.8018 -4.6958 -0.6516
C 1.6405 -4.3567 0.3125
C 0.4250 -3.9390 -0.5499
O 1.9866 -3.3900 1.1885
H 3.0866 -3.8032 -1.2163
H 3.6698 -5.0349 -0.0815
H 2.5369 -5.4882 -1.3703
H 1.3478 -5.3389 0.7763
H 0.6626 -3.0326 -1.1155
H -0.4331 -3.7306 0.0950
H 0.1256 -4.7197 -1.2671
```

Properties
**Electronic energy**: -1032.2502 Eh
**Total charge**: -1
**LUMO level**: 1.2 eV
**HOMO**: -2.69 eV

Here are the Löwdin charges for atoms 1 to 2, given in e: 0.030, -0.492

***

No. 5
Molecular formula: C8H10ClMoN8O13
Method: DFT, ωB97M-V with the def2-TZVPD basis set

Structure (XYZ):
```
41
Properties=species:S:1:pos:R:3
Mo 0.2218 -1.5187 0.0637
N 2.5116 -1.5881 2.3623
N 2.0795 -0.5183 3.1442
C 0.8407 -0.0361 3.0294
N 0.4168 0.8906 3.8679
N 0.0763 -0.5535 2.0343
N -1.2529 -0.4707 2.0963
O -1.8021 -0.9931 1.1288
O -1.8405 0.0027 3.0221
H 2.3107 -2.4855 2.8042
H 3.5052 -1.5082 2.1712
H 2.6698 -0.1689 3.8977
H 1.0130 1.2588 4.5930
H -0.5231 1.2671 3.7733
O -1.6890 -4.0515 0.7782
Cl -0.3123 -4.0964 0.8897
O 0.2184 -5.3002 1.3032
O 0.1209 -3.0146 1.7852
O 0.2877 -3.6451 -0.3554
C 2.3147 -1.5199 -0.5520
H 2.8632 -2.3285 -0.0798
H 2.8427 -0.5966 -0.3245
H 2.4299 -1.6777 -1.6264
O -2.3969 4.6083 -3.9706
N -2.0522 3.5033 -4.2985
O -2.0977 3.0313 -5.4039
C -1.5205 2.6425 -3.2399
C -1.4246 3.1498 -1.9501
C -0.9165 2.3520 -0.9371
C -0.4904 1.0183 -1.1999
O 0.0630 0.2870 -0.2941
C -0.6814 0.5076 -2.5279
C -1.1640 1.3318 -3.5404
N -0.4210 -0.8409 -2.7935
O -0.4464 -1.2990 -3.9168
O -0.1689 -1.6108 -1.7703
N -0.8616 2.8390 0.4122
O -0.6149 2.0232 1.2984
O -1.0614 4.0089 0.6056
H -1.7584 4.1575 -1.7341
H -1.2895 0.9441 -4.5448
```

Properties
**Electronic energy**: -2254.4713 Eh
**Total charge**: +1
**LUMO level (alpha / beta)**: -5.7 / -5.9 eV
**Spin multiplicity**: 3
**HOMO (alpha / beta)**: -12.45 / -13.36 eV

Here are the Löwdin charges for atoms 1 to 2, given in e: 1.784, 0.046

***

No. 6
Molecular formula: H2N4O2
Method: DFT, ωB97M-V with the def2-TZVPD basis set

Structure (XYZ):
```
8
Properties=species:S:1:pos:R:3
N 0.0269 1.1031 -2.2704
N -0.8209 -0.5444 -0.0598
N -0.4821 2.0329 -1.9802
N 0.3519 -0.7933 -0.1750
O -1.4164 -0.1865 1.0942
O 1.1586 -0.6066 0.9279
H -0.9270 -0.3402 1.9572
H 2.1089 -0.6650 0.5060
```

Properties
**Electronic energy**: -370.6106 Eh
**SMILES string**: O/N=N\O.N#N
**LUMO level**: 0.5 eV
**HOMO**: -10.66 eV

Here are the Löwdin charges for atoms 1 to 2, given in e: 0.005, -0.108